Molecular formula: C35H55CdN5O7S2SbSi3
Method: DFT, ωB97M-V/def2-TZVPD

Structure (XYZ):
```
109
C35H55CdN5O7S2SbSi3 (ωB97M-V/def2-TZVPD)
Cd 0.21 -0.43 -0.16
C -6.40 0.80 -0.05
C -5.40 1.53 0.76
N -5.61 2.61 1.43
N -4.40 2.87 2.02
C -3.43 1.97 1.70
S -1.91 1.91 2.33
N -4.11 1.10 0.89
N -3.63 -0.03 0.26
H -7.40 1.13 0.21
H -6.29 -0.27 0.12
H -6.22 0.99 -1.11
H -4.25 3.69 2.57
H -2.88 -0.41 0.84
H -3.19 0.25 -0.62
O 2.70 -0.73 -3.45
C 1.91 -0.86 -2.52
O 2.01 -0.38 -1.35
C 0.64 -1.70 -2.82
C 0.52 -2.35 -4.04
C -0.62 -3.09 -4.30
C -1.61 -3.15 -3.33
C -1.41 -2.48 -2.14
N -0.31 -1.79 -1.89
H 1.33 -2.25 -4.75
H -0.73 -3.62 -5.24
H -2.52 -3.71 -3.51
H -2.17 -2.49 -1.36
C -2.14 -6.26 5.50
C -1.76 -5.35 4.36
C -2.66 -4.46 3.80
C -2.29 -3.56 2.81
C -3.37 -2.66 2.26
C -0.97 -3.55 2.35
C -0.06 -4.52 2.83
C 1.34 -4.69 2.31
C -0.47 -5.39 3.84
C -0.50 -2.47 1.39
O 0.52 -2.65 0.69
O -1.13 -1.37 1.39
H -3.15 -6.03 5.85
H -1.45 -6.13 6.33
H -2.11 -7.30 5.19
H -3.69 -4.46 4.16
H -4.35 -3.03 2.54
H -3.31 -2.59 1.18
H -3.26 -1.65 2.66
H 1.84 -3.74 2.17
H 1.31 -5.18 1.34
H 1.92 -5.32 2.99
H 0.23 -6.11 4.23
C 5.28 -0.08 1.36
Si 4.04 -0.60 2.70
C 4.21 -2.49 2.82
C 4.80 0.00 4.35
Sb 1.63 0.23 2.13
Si 2.37 2.69 1.81
C 3.61 3.33 3.11
C 3.34 2.69 0.17
C 0.98 3.98 1.80
Si 0.83 -0.01 4.61
C -1.03 0.11 4.97
C 1.26 -1.78 5.19
C 1.66 1.20 5.83
H 6.14 -0.75 1.33
H 5.66 0.93 1.53
H 4.81 -0.11 0.37
H 5.22 -2.77 3.12
H 4.00 -2.96 1.85
H 3.51 -2.91 3.55
H 5.88 -0.19 4.36
H 4.36 -0.52 5.20
H 4.65 1.07 4.50
H 4.59 2.85 2.99
H 3.28 3.13 4.13
H 3.75 4.41 3.01
H 4.37 2.35 0.33
H 3.39 3.68 -0.29
H 2.88 2.00 -0.54
H 0.49 4.02 2.77
H 0.23 3.71 1.07
H 1.36 4.98 1.56
H -1.58 -0.52 4.26
H -1.40 1.12 4.85
H -1.25 -0.23 5.98
H 0.95 -2.51 4.42
H 0.72 -2.03 6.10
H 2.33 -1.92 5.36
H 1.68 2.21 5.41
H 2.69 0.91 6.05
H 1.10 1.24 6.77
C 1.11 5.96 -5.39
C 0.65 4.92 -4.41
C -0.51 4.18 -4.65
C -0.96 3.24 -3.73
C -0.26 3.04 -2.56
C 0.90 3.76 -2.30
C 1.35 4.68 -3.23
S -0.99 1.99 -1.32
O -2.12 2.76 -0.85
O -1.40 0.75 -1.98
O 0.05 1.74 -0.30
H 0.32 6.22 -6.09
H 1.97 5.60 -5.96
H 1.41 6.87 -4.87
H -1.06 4.34 -5.57
H -1.86 2.67 -3.91
H 1.43 3.58 -1.38
H 2.26 5.23 -3.03
```

Computed properties:
Spin multiplicity: 1
Charge: -1
Relative energy (zero: lowest compared OMol25 entry of this formula, charge and spin) (kcal per mole): 31.6
Highest occupied orbital energy (eV): -5.25
E (eV): -115384.339
Frontier orbital gap (eV): 7.72

Löwdin population analysis, charges in e, atoms 1 to 2: 1.2890, -0.0139


Molecular formula: C24H12Co2N2O6
Method: DFT, ωB97M-V/def2-TZVPD

Structure (XYZ):
```
46
C24H12Co2N2O6 (ωB97M-V/def2-TZVPD)
C -0.51 0.18 -3.17
C -1.45 1.20 -3.08
N -2.29 2.02 -2.99
C 0.87 0.42 -3.34
C 1.80 -0.66 -3.45
C 3.16 -0.41 -3.54
C 3.64 0.91 -3.53
C 5.05 1.17 -3.61
N 6.20 1.38 -3.67
C 2.74 1.99 -3.46
C 1.38 1.76 -3.37
H -0.88 -0.85 -3.11
H 1.42 -1.68 -3.44
H 3.87 -1.23 -3.63
H 3.12 3.01 -3.48
H 0.68 2.60 -3.31
O -3.54 -4.52 1.79
C -2.97 -3.55 1.54
Co -2.14 -2.03 1.08
C -3.15 -1.73 -0.34
O -3.81 -1.58 -1.28
C -2.75 -0.92 2.34
O -3.26 -0.26 3.14
C -0.35 -2.26 0.86
C -0.77 -0.99 0.57
C -0.50 0.26 0.13
C -0.66 1.42 0.99
C -1.07 2.68 0.46
C -1.12 3.80 1.28
C -0.77 3.70 2.63
C -0.44 2.46 3.18
C -0.45 1.32 2.38
Co -0.01 -2.82 2.76
C -0.46 -4.49 3.03
O -0.71 -5.60 3.25
C -0.19 -1.97 4.27
O -0.24 -1.45 5.31
C 1.71 -2.84 2.55
O 2.86 -2.81 2.40
H 0.18 -2.91 0.14
H -0.21 0.44 -0.91
H -1.33 2.74 -0.60
H -1.43 4.76 0.88
H -0.80 4.58 3.28
H -0.18 2.38 4.24
H -0.22 0.35 2.82
```

Computed properties:
Spin multiplicity: 1
Charge: -2
Relative energy (zero: lowest compared OMol25 entry of this formula, charge and spin) (kcal per mole): 24.6
Highest occupied orbital energy (eV): -1.19
E (eV): -115598.834
Frontier orbital gap (eV): 5.80

natural (NBO) population analysis, charges in e, atoms 1 to 2: -0.5928, 0.3015


Molecular formula: C2H5N5O
Method: DFT, ωB97M-V/def2-TZVPD

Structure (XYZ):
```
13
C2H5N5O (ωB97M-V/def2-TZVPD)
C 1.56 0.32 -1.70
C -0.80 0.36 0.70
H 0.77 1.01 -2.19
H 2.22 -0.30 -2.39
H 2.20 1.03 -1.28
H 1.62 -0.64 0.12
H -0.78 -1.81 0.91
N 0.88 -0.39 -0.60
N 0.06 0.60 -0.17
N -1.07 -0.88 1.33
N -2.24 -0.82 2.05
N -2.69 0.33 2.05
O -1.72 1.17 1.17
```

Computed properties:
Spin multiplicity: 1
SMILES string: CN/N=c1\[nH]nno1
Relative energy (zero: lowest compared OMol25 entry of this formula, charge and spin) (kcal per mole): 91.5
Highest occupied orbital energy (eV): -8.41
E (eV): -11648.578
Frontier orbital gap (eV): 9.08

natural (NBO) population analysis, charges in e, atoms 1 to 2: -0.4197, 0.6210


Molecular formula: C4H8ClO
Method: DFT, ωB97M-V/def2-TZVPD

Structure (XYZ):
```
14
C4H8ClO (ωB97M-V/def2-TZVPD)
Cl -3.33 1.23 0.96
C 0.58 0.72 -0.32
C 1.49 -0.51 -0.38
C 0.59 -1.43 0.39
O -0.69 -1.08 0.38
C -0.84 0.22 -0.44
H 0.82 1.49 -1.06
H 0.70 1.21 0.69
H 2.51 -0.43 -0.05
H 1.53 -0.86 -1.43
H -1.42 1.32 1.82
H 0.69 -2.31 0.92
H -1.71 0.73 -0.08
H -0.90 -0.30 -1.39
```

Computed properties:
Spin multiplicity: 1
Charge: -1
Relative energy (zero: lowest compared OMol25 entry of this formula, charge and spin) (kcal per mole): 157.3
Highest occupied orbital energy (eV): -0.66
E (eV): -18842.243
Frontier orbital gap (eV): 3.73

natural (NBO) population analysis, charges in e, atoms 1 to 2: -0.7338, -0.4389


Molecular formula: C41H32AsIrN5O7S
Method: DFT, ωB97M-V/def2-TZVPD

Structure (XYZ):
```
88
C41H32AsIrN5O7S (ωB97M-V/def2-TZVPD)
Ir -0.48 -0.41 -0.14
C -3.21 -2.71 2.25
C -3.66 -3.65 1.34
C -3.08 -3.73 0.09
C -2.07 -2.85 -0.25
N -1.65 -1.92 0.64
C -2.19 -1.86 1.86
C -1.38 -2.77 -1.54
C -1.52 -3.72 -2.55
C -0.81 -3.57 -3.73
C 0.03 -2.47 -3.91
C 0.17 -1.53 -2.90
C -0.53 -1.66 -1.70
H -3.64 -2.59 3.23
H -4.47 -4.32 1.60
H -3.43 -4.44 -0.65
H -1.80 -1.10 2.53
H -2.16 -4.58 -2.42
H -0.91 -4.30 -4.52
H 0.58 -2.35 -4.84
H 0.82 -0.68 -3.04
C -0.14 -1.26 5.39
C 0.21 -2.21 4.29
C -0.15 -3.56 4.31
C 0.20 -4.33 3.22
N 0.83 -3.83 2.15
C 1.09 -2.53 2.22
S 1.75 -1.84 0.73
N 0.84 -1.71 3.23
H -0.28 -1.78 6.33
H -1.06 -0.73 5.14
H 0.65 -0.51 5.48
H -0.68 -3.98 5.15
H -0.03 -5.39 3.18
O -0.17 0.71 1.69
N 0.93 1.17 2.07
O 1.97 0.70 1.60
O -3.84 -0.48 -1.42
C -3.46 0.25 -0.51
O -2.26 0.75 -0.45
C -4.36 0.53 0.66
C -5.73 0.70 0.51
C -6.52 0.82 1.65
C -5.98 0.70 2.92
C -4.61 0.47 3.07
C -3.80 0.47 1.93
N -4.04 0.20 4.31
O -4.76 0.27 5.35
O -2.82 -0.20 4.35
H -6.16 0.72 -0.48
H -7.59 0.98 1.55
H -6.60 0.74 3.81
H -2.73 0.40 2.06
O 0.49 1.19 -1.10
As 2.04 1.72 -1.38
C 1.87 2.51 -3.12
C 0.69 2.31 -3.82
C 0.55 2.87 -5.09
C 1.58 3.61 -5.64
C 2.75 3.82 -4.93
C 2.90 3.27 -3.67
C 2.55 3.20 -0.28
C 3.76 3.28 0.40
C 4.07 4.44 1.11
C 3.17 5.50 1.13
C 1.96 5.41 0.46
C 1.65 4.27 -0.26
C 3.48 0.45 -1.57
C 4.24 0.00 -0.49
C 5.28 -0.89 -0.72
C 5.56 -1.34 -2.00
C 4.79 -0.90 -3.07
C 3.75 0.00 -2.86
H -0.11 1.73 -3.37
H -0.37 2.72 -5.64
H 1.46 4.04 -6.63
H 3.55 4.41 -5.36
H 3.81 3.44 -3.11
H 4.45 2.46 0.40
H 5.00 4.51 1.64
H 3.42 6.40 1.68
H 1.26 6.23 0.49
H 0.70 4.19 -0.78
H 4.00 0.31 0.51
H 5.86 -1.25 0.12
H 6.37 -2.03 -2.16
H 5.00 -1.25 -4.07
H 3.16 0.33 -3.70
```

Computed properties:
Spin multiplicity: 5
<S²>: 6.040
Charge: -1
Relative energy (zero: lowest compared OMol25 entry of this formula, charge and spin) (kcal per mole): 4.8
Highest occupied orbital energy (alpha / beta) (eV): -2.05 / -5.15
E (eV): -139326.711
Frontier orbital gap (alpha / beta) (eV): 4.00 / 5.78

Löwdin population analysis, charges in e, atoms 1 to 2: 1.3269, -0.0195


Molecular formula: C3H9N2
Method: DFT, ωB97M-V/def2-TZVPD

Structure (XYZ):
```
14
C3H9N2 (ωB97M-V/def2-TZVPD)
C -0.23 1.79 0.34
C -0.39 0.41 -0.07
C 0.02 -0.44 -1.11
N 0.85 -1.62 -1.04
N -0.37 -0.55 1.31
H -1.01 2.20 1.02
H 0.77 2.07 0.82
H -0.34 2.40 -0.64
H -0.41 -0.18 -2.10
H 0.48 -2.47 -1.59
H 1.68 -1.40 -1.65
H 0.60 -0.55 1.43
H -0.88 -0.16 2.12
H -0.75 -1.49 1.15
```

Computed properties:
Spin multiplicity: 1
SMILES string: C/C([NH3+])=C/N
Charge: +1
Relative energy (zero: lowest compared OMol25 entry of this formula, charge and spin) (kcal per mole): 69.2
Highest occupied orbital energy (eV): -14.00
E (eV): -6228.046
Frontier orbital gap (eV): 9.81

natural (NBO) population analysis, charges in e, atoms 1 to 2: -0.7255, 0.1726


Molecular formula: C11H12N2
Method: DFT, ωB97M-V/def2-TZVPD

Structure (XYZ):
```
25
C11H12N2 (ωB97M-V/def2-TZVPD)
C -0.34 2.42 -0.14
C 2.26 -1.40 -0.90
C 0.04 -0.56 -1.14
C 2.46 -0.64 0.28
C 1.01 -1.49 -1.50
C 0.41 0.22 0.00
C -1.52 1.57 3.02
C -0.54 1.42 2.13
C 0.73 -2.59 -2.48
C -2.17 0.94 0.33
C -0.71 1.28 0.68
N 0.03 3.31 -0.74
N 1.50 0.07 0.71
H 2.95 -2.09 -1.27
H -0.71 -0.20 -1.71
H 3.41 -0.84 0.75
H -1.37 1.85 4.05
H -2.53 1.28 3.01
H 0.55 1.45 2.39
H 1.09 -2.25 -3.37
H 1.22 -3.48 -2.31
H -0.34 -2.65 -2.47
H -2.37 0.11 0.97
H -2.27 0.51 -0.62
H -2.77 1.76 0.34
```

Computed properties:
Spin multiplicity: 1
SMILES string: C=C[C@@](C)(C#N)c1cc(C)ccn1
Relative energy (zero: lowest compared OMol25 entry of this formula, charge and spin) (kcal per mole): 77.7
Highest occupied orbital energy (eV): -9.53
E (eV): -14578.760
Frontier orbital gap (eV): 10.29

natural (NBO) population analysis, charges in e, atoms 1 to 2: 0.2928, -0.2615


Molecular formula: C3H8NO3S
Method: DFT, ωB97M-V/def2-TZVPD

Structure (XYZ):
```
16
C3H8NO3S (ωB97M-V/def2-TZVPD)
O -1.55 1.50 -0.20
C -1.28 0.30 -0.47
O -1.91 -0.50 -1.19
C -0.13 -0.38 0.38
C 0.47 -1.50 -0.45
S 1.89 -2.32 0.38
N 0.82 0.54 0.95
H -0.74 -0.78 1.19
H -0.23 -2.32 -0.53
H 0.72 -1.14 -1.45
H 2.63 -1.26 0.75
H 0.33 1.29 1.40
H 1.40 0.97 0.23
H 0.15 3.41 0.15
H -1.15 3.49 -0.42
O -0.60 4.02 0.19
```

Computed properties:
Spin multiplicity: 1
Charge: -1
Relative energy (zero: lowest compared OMol25 entry of this formula, charge and spin) (kcal per mole): 14.1
Highest occupied orbital energy (eV): -4.38
E (eV): -21710.595
Frontier orbital gap (eV): 7.54

natural (NBO) population analysis, charges in e, atoms 1 to 2: -0.8161, 0.7537


Molecular formula: C33H30DyN7O5S
Method: DFT, ωB97M-V/def2-TZVPD

Structure (XYZ):
```
77
C33H30DyN7O5S (ωB97M-V/def2-TZVPD)
Dy -1.53 -0.96 -0.50
C -1.67 1.62 -4.21
O -1.64 2.82 -3.48
C -2.46 2.94 -2.38
C -3.04 4.18 -2.21
C -3.85 4.46 -1.11
C -4.07 3.48 -0.18
C -3.51 2.20 -0.32
C -3.70 1.25 0.74
N -3.24 0.04 0.70
N -3.42 -0.70 1.85
C -2.90 -1.91 1.79
O -2.41 -2.43 0.72
C -2.94 -2.69 3.04
C -2.69 -4.06 3.01
C -2.68 -4.79 4.18
C -2.92 -4.16 5.39
C -3.17 -2.80 5.43
C -3.19 -2.06 4.26
C -2.68 1.89 -1.44
O -2.15 0.71 -1.62
H -1.15 0.81 -3.69
H -1.16 1.83 -5.15
H -2.70 1.32 -4.42
H -2.83 4.94 -2.94
H -4.29 5.44 -0.99
H -4.69 3.68 0.69
H -4.24 1.59 1.63
H -2.50 -4.52 2.05
H -2.48 -5.85 4.15
H -2.88 -4.73 6.31
H -3.35 -2.31 6.38
H -3.38 -1.00 4.26
C 8.10 3.32 3.47
O 7.06 3.50 2.53
C 6.91 2.56 1.56
C 7.73 1.45 1.37
C 7.46 0.54 0.37
C 6.33 0.68 -0.44
C 5.53 1.82 -0.28
C 5.82 2.74 0.70
N 6.17 -0.22 -1.49
N 5.11 -0.73 -1.86
C 3.91 -0.71 -1.17
C 3.78 -0.69 0.22
C 2.55 -0.73 0.84
C 1.35 -0.78 0.11
O 0.19 -0.70 0.66
C 1.47 -0.96 -1.32
N 0.33 -1.20 -2.02
C 0.41 -1.36 -3.33
C 1.62 -1.26 -4.04
C 2.78 -1.03 -3.36
C 2.74 -0.91 -1.95
H 8.00 4.13 4.18
H 9.08 3.38 2.99
H 8.01 2.36 3.99
H 8.59 1.29 2.01
H 8.09 -0.32 0.23
H 4.68 1.97 -0.93
H 5.20 3.62 0.83
H 4.67 -0.68 0.83
H 2.48 -0.69 1.92
H -0.52 -1.58 -3.85
H 1.61 -1.37 -5.11
H 3.73 -0.94 -3.85
C -6.15 -1.63 -0.53
N -4.89 -2.22 -0.94
C -4.13 -1.75 -1.93
N -4.55 -0.70 -2.66
S -2.76 -2.62 -2.43
H -6.57 -2.24 0.26
H -6.84 -1.61 -1.38
H -6.01 -0.61 -0.15
H -4.49 -2.96 -0.38
H -5.21 -0.05 -2.28
H -3.88 -0.34 -3.33
```

Computed properties:
Spin multiplicity: 6
<S²>: 9.329
Relative energy (zero: lowest compared OMol25 entry of this formula, charge and spin) (kcal per mole): 12.6
Highest occupied orbital energy (alpha / beta) (eV): -7.17 / -7.17
E (eV): -90297.227
Frontier orbital gap (alpha / beta) (eV): 6.84 / 6.85

Löwdin population analysis, charges in e, atoms 1 to 2: 1.4751, -0.0755


Molecular formula: C3H6O2Si
Method: DFT, ωB97M-V/def2-TZVPD

Structure (XYZ):
```
12
C3H6O2Si (ωB97M-V/def2-TZVPD)
C 1.14 -1.69 0.71
C 1.42 -0.66 -0.04
C -2.97 1.22 -0.69
O -2.80 -1.96 -0.22
O -2.74 0.86 0.76
Si -2.72 -0.48 -0.24
H 0.35 -2.40 0.41
H 1.62 -1.88 1.64
H 1.95 0.25 0.31
H 0.95 -0.40 -1.06
H -4.02 1.48 -1.00
H -2.15 1.88 -1.14
```

Computed properties:
Spin multiplicity: 1
SMILES string: O=[Si]1CO1.C=C
Relative energy (zero: lowest compared OMol25 entry of this formula, charge and spin) (kcal per mole): 64.5
Highest occupied orbital energy (eV): -10.39
E (eV): -15178.670
Frontier orbital gap (eV): 10.08

natural (NBO) population analysis, charges in e, atoms 1 to 2: -0.3848, -0.4011


Molecular formula: C28H31F6FeN7PS
Method: DFT, ωB97M-V/def2-TZVPD

Structure (XYZ):
```
75
C28H31F6FeN7PS (ωB97M-V/def2-TZVPD)
Fe 0.15 -0.48 -0.62
C -0.86 5.38 -1.45
C 0.44 4.70 -1.86
N 0.23 3.37 -2.40
C 0.03 2.28 -1.64
S -0.24 0.77 -2.46
N 0.01 2.43 -0.33
N -0.15 1.22 0.30
C -0.33 1.20 1.57
C -0.43 2.41 2.43
C -0.36 -0.16 2.14
C -0.53 -0.43 3.48
C -0.49 -1.75 3.90
C -0.30 -2.75 2.97
C -0.13 -2.41 1.64
N -0.18 -1.14 1.24
H -0.66 6.38 -1.05
H -1.37 4.80 -0.68
H -1.53 5.49 -2.30
H 1.11 4.62 -1.00
H 0.95 5.28 -2.62
H 0.31 3.21 -3.39
H -0.53 3.29 1.82
H 0.48 2.50 3.04
H -1.28 2.32 3.11
H -0.64 0.38 4.19
H -0.59 -1.99 4.95
H -0.24 -3.79 3.26
H 0.04 -3.15 0.88
C -2.94 -0.42 -0.70
N -1.70 -1.17 -0.92
C -1.75 -2.35 -1.43
C -0.51 -2.99 -1.68
C -0.12 -4.27 -2.05
C 1.27 -4.29 -1.95
C 1.67 -3.02 -1.52
N 0.59 -2.23 -1.36
C -3.96 -1.18 0.13
C -5.13 -1.64 -0.46
C -6.05 -2.37 0.28
C -5.81 -2.64 1.62
C -4.64 -2.17 2.21
C -3.72 -1.45 1.47
H -3.38 -0.16 -1.66
H -2.67 0.52 -0.21
H -2.70 -2.83 -1.64
H -0.77 -5.08 -2.35
H 1.93 -5.11 -2.16
H 2.67 -2.69 -1.31
H -5.32 -1.43 -1.50
H -6.96 -2.72 -0.19
H -6.52 -3.21 2.20
H -4.44 -2.38 3.26
H -2.82 -1.09 1.94
N 2.15 0.01 -0.46
C 2.83 0.77 -1.47
C 3.22 2.08 -1.19
C 3.87 2.82 -2.17
C 4.13 2.27 -3.41
C 3.74 0.96 -3.68
C 3.09 0.21 -2.72
H 2.30 0.45 0.45
H 2.59 -0.89 -0.35
H 3.02 2.49 -0.21
H 4.18 3.84 -1.95
H 4.64 2.85 -4.17
H 3.95 0.52 -4.65
H 2.77 -0.80 -2.93
F 2.57 -1.36 1.83
P 3.52 -0.46 2.85
F 4.65 -0.45 1.71
F 2.31 -0.46 3.93
F 4.10 -1.81 3.48
F 4.41 0.46 3.80
F 2.84 0.89 2.17
```

Computed properties:
Spin multiplicity: 2
<S²>: 0.773
Relative energy (zero: lowest compared OMol25 entry of this formula, charge and spin) (kcal per mole): 0.0
Highest occupied orbital energy (alpha / beta) (eV): -8.23 / -8.20
E (eV): -110794.997
Frontier orbital gap (alpha / beta) (eV): 7.57 / 7.52

Löwdin population analysis, charges in e, atoms 1 to 2: 0.4094, -0.0865


Molecular formula: C2H4N4
Method: DFT, ωB97M-V/def2-TZVPD

Structure (XYZ):
```
10
C2H4N4 (ωB97M-V/def2-TZVPD)
C -1.66 0.20 0.56
N -0.37 0.04 0.33
N 0.64 0.42 1.12
C 1.73 0.11 0.38
N 1.51 -0.42 -0.79
N 0.16 -0.57 -0.76
H -1.95 0.48 1.56
H -0.40 -0.76 -1.57
H -2.34 0.16 -0.27
H 2.73 0.35 0.73
```

Computed properties:
Spin multiplicity: 1
Relative energy (zero: lowest compared OMol25 entry of this formula, charge and spin) (kcal per mole): 82.9
Highest occupied orbital energy (eV): -7.52
E (eV): -8095.717
Frontier orbital gap (eV): 8.46

natural (NBO) population analysis, charges in e, atoms 1 to 2: -0.3717, 0.0877


- Among the records above, which one has the highest E?
  C3H9N2


- What is the relative energy (zero: lowest compared OMol25 entry of this formula, charge and spin) in the first record?
  31.6 kcal per mole


- Which of these has the highest relative energy (zero: lowest compared OMol25 entry of this formula, charge and spin)?
  C4H8ClO